A structure of composition C19H36As3BrNO2RhS. Source: the OMol25 dataset; level of theory: ωB97M-V/def2-TZVPD.

```
! wB97M-V def2-TZVPD RIJCOSX def2/J DEFGRID3
* xyz 2 1
Br 5.4256 5.7891 0.1473
C -0.8912 2.3360 0.4764
H 1.5274 -4.0634 3.3811
H -4.0167 -2.4726 0.4169
C 5.4582 3.9236 -0.0206
C 4.3155 3.1805 0.1604
C -2.5637 -1.0344 -0.3538
H 0.4779 0.1247 -2.4295
H 3.3712 3.6493 0.3996
H -2.6775 1.9283 -3.7226
C 1.2945 -3.6263 2.4108
C -1.0457 1.1153 3.2163
H -4.7291 -0.9683 -0.1585
H -2.0775 2.9843 -2.4206
H -2.5130 -0.5502 -2.4607
H 1.8255 -4.1805 1.6457
C 6.6499 3.2704 -0.3341
C -2.9621 2.5099 -2.8453
H 7.5557 3.8482 -0.4781
H -5.7564 1.3566 -3.1365
H 0.0670 -1.5298 3.8628
H 0.0101 -1.4333 -3.1631
H -3.2080 0.3302 1.1945
C 4.4238 1.7934 0.0209
C -2.4679 -0.0212 -1.5039
H -0.2146 1.7142 3.5839
C 1.0747 -3.5297 -0.9671
H -1.1658 0.2283 3.8295
H -0.4647 2.2968 -0.5218
As -0.7830 0.6363 1.3695
C 5.6597 1.2295 -0.2948
H 0.7564 -4.1725 -0.1592
O 3.3042 -0.3252 0.1253
H 2.1615 -3.4888 -1.0226
O 2.0872 1.4519 0.4873
C -2.3888 -0.3709 1.0169
H 5.7577 0.1563 -0.4084
H -4.6342 0.0457 -3.5335
H -0.3418 3.0683 1.0647
H -1.5912 -2.8734 0.2910
S 1.9270 -1.9457 2.4036
C 0.6735 -0.9435 -2.4509
H 1.7143 -1.1183 -2.7177
H 0.2192 -3.6313 2.2460
C -5.1361 0.5652 -2.7172
C -1.5438 -2.1645 -0.5420
H -4.1517 -2.1683 -1.3207
As -3.8596 1.4050 -1.5035
H -1.7832 -2.7295 -1.4488
C -3.9469 -1.7025 -0.3546
H -2.4388 -1.1263 1.8071
H -5.7827 -0.1266 -2.1821
As 0.3337 -1.7748 -0.7563
H 1.5761 -1.9138 4.7390
H -3.6498 3.2952 -3.1555
C 1.1397 -1.3625 3.9058
N 6.7605 1.9479 -0.4744
H -1.9491 2.5943 0.4328
Rh 1.3351 -0.3693 0.8268
H 1.3705 -0.3063 4.0256
H -1.5088 0.5072 -1.4799
H -1.9587 1.7092 3.2509
H 0.6792 -3.9154 -1.9072
C 3.2696 0.9482 0.2071
*
```

Properties
HOMO energy ... -13.764 eV
Frontier orbital gap ... 5.760 eV
Maximum force ... 0.73 eV/Å

***

A cluster of 2 separate species, C2H7NO2 in total in a non-equilibrium geometry. Source: the OMol25 dataset; level of theory: ωB97M-V/def2-TZVPD.

```
! wB97M-V def2-TZVPD RIJCOSX def2/J DEFGRID3
* xyz 0 1
H -0.9158 0.7007 1.1414
H 2.9113 -3.2286 0.5695
O -0.5709 2.2314 -1.0193
H 0.3193 2.0817 -0.7474
H -2.4972 0.9326 0.7340
C -1.3902 1.0397 -0.9586
H -2.2877 1.1743 -1.5390
H 1.5985 -2.3163 1.7044
C 2.3748 -2.3023 0.9131
O 2.7979 -1.2227 0.3590
H -0.7515 0.2600 -1.5889
N -1.5886 0.6494 0.4317
*
```

Properties
SMILES ... C=O.NCO
HOMO energy ... -9.268 eV
Frontier orbital gap ... 9.541 eV
Maximum force ... 5.55 eV/Å

***

An isolated molecule of C3H5BO2 in a non-equilibrium geometry. Source: the OMol25 dataset; level of theory: ωB97M-V/def2-TZVPD.

```
! wB97M-V def2-TZVPD RIJCOSX def2/J DEFGRID3
* xyz 0 1
H 1.6353 1.5164 0.7792
C 1.1194 0.8445 0.0020
O -2.4773 -0.1695 -0.0379
H 1.1578 1.2975 -0.9413
H 2.1222 -1.1153 0.1040
H -0.0716 -2.2812 0.1284
B -1.1325 -0.0954 0.0427
C -0.0484 -1.1948 0.0459
O -0.5944 1.1505 -0.0180
H -2.8555 0.6834 -0.0564
C 1.1450 -0.6361 -0.0485
*
```

Properties
SMILES ... OB1C=CCO1
HOMO energy ... -10.316 eV
Frontier orbital gap ... 11.078 eV
Maximum force ... 3.97 eV/Å

***

The ion C4H8N2O2 with charge +1 in a non-equilibrium geometry. Source: the OMol25 dataset; level of theory: ωB97M-V/def2-TZVPD.

```
! wB97M-V def2-TZVPD RIJCOSX def2/J DEFGRID3
* xyz 1 2
C 1.1551 0.2935 0.5148
N 1.0274 1.6679 0.1052
H 1.8531 2.2625 0.0107
O -0.6289 -3.1921 -0.1835
N -0.9753 -0.9845 0.2066
H 2.2073 0.0406 0.5402
H -2.4060 -2.4665 0.4925
H 0.2343 -0.4726 -1.4434
H 0.5940 0.2424 1.4564
H -1.6292 -0.2284 0.0993
O -0.1619 3.4821 -0.2802
C 0.3473 -0.6911 -0.3840
C -0.1638 2.2819 -0.3188
C -1.3728 -2.3155 0.1471
H 0.8757 -1.6090 -0.1912
H -0.9564 1.6888 -0.7718
*
```

Properties
HOMO energy (spin up / spin down) ... -14.076 / -14.057 eV
Frontier orbital gap (spin up / spin down) ... 9.298 / 4.785 eV
Maximum force ... 1.81 eV/Å

***

A cluster of 2 separate species, CH7N in total in a non-equilibrium geometry. Source: the OMol25 dataset; level of theory: ωB97M-V/def2-TZVPD.

```
! wB97M-V def2-TZVPD RIJCOSX def2/J DEFGRID3
* xyz -1 2
C 1.7359 0.4378 0.0890
H 1.5393 0.1178 1.0952
H 2.0903 -0.4130 -0.3610
H 0.8139 0.8015 -0.2621
H -2.2793 -1.2493 -0.7447
H 2.5074 1.1560 -0.0490
H -1.4589 0.1827 -0.2885
N -2.0011 -0.6449 0.0876
H -2.9475 -0.3886 0.4335
*
```

Properties
HOMO energy (spin up / spin down) ... 1.466 / -5.288 eV
Frontier orbital gap (spin up / spin down) ... 3.325 / 10.126 eV
Maximum force ... 2.79 eV/Å

***

A cluster of 8 separate species, C17H53N3O8 in total in a non-equilibrium geometry. Source: the OMol25 dataset; level of theory: ωB97M-V/def2-TZVPD.

```
! wB97M-V def2-TZVPD RIJCOSX def2/J DEFGRID3
* xyz 0 1
H 6.2903 6.4829 11.3139
H 8.1281 16.1332 11.1959
H 8.4456 15.1532 5.1206
C 6.6966 10.4334 9.8063
H 13.8616 14.1627 7.7963
C 10.7015 16.8580 7.4664
O 7.9791 12.4651 13.2071
H 6.0461 11.6964 13.2143
O 13.4517 15.0511 9.5486
O 13.1717 13.1030 11.6433
H 7.5011 6.5286 10.0969
C 8.7288 11.3387 13.5880
N 9.4208 13.5594 9.4930
C 8.9608 14.9401 9.6505
C 8.3419 15.1201 11.0517
C 14.0427 12.3356 10.8452
H 10.5263 9.3051 13.8157
H 9.0637 13.8122 4.1186
C 9.9009 11.1370 12.7170
C 10.1393 15.9763 9.5954
O 9.2302 13.7080 6.2264
H 7.4532 14.5085 11.3090
H 6.2272 13.3951 13.5954
H 6.7067 12.1960 14.7833
H 9.6508 17.1232 7.3523
C 6.5191 6.9209 10.3308
C 7.0184 9.0257 9.4640
H 8.1217 8.9040 9.3239
H 9.5853 11.2743 11.6726
H 10.0224 13.2786 10.2052
O 6.5210 8.2809 10.5236
H 8.6494 11.2320 7.8094
C 6.6250 10.4840 4.2111
H 5.7287 6.5888 9.6651
H 11.6796 12.2153 12.4940
C 6.7251 12.4513 13.7342
H 11.1951 17.8308 7.6492
H 14.5489 11.6973 11.5503
H 10.7866 15.8706 10.4465
H 6.5047 8.7118 8.5644
H 6.0099 9.6682 3.7886
O 8.0029 10.0926 3.9166
H 7.4368 12.2583 9.0944
O 9.2585 11.0915 7.0133
H 13.4983 11.6760 10.1203
H 14.1738 15.9535 7.7759
C 8.4810 14.0583 5.0956
H 9.1852 12.7011 6.2964
H 6.4395 10.4093 5.2471
H 5.0741 11.7258 10.3428
H 12.5857 15.4296 9.2225
H 9.1348 11.5059 14.6287
N 10.8976 12.1590 13.1702
H 9.0693 14.7822 11.7734
H 4.7313 9.9932 10.7308
H 9.6869 16.9969 9.6905
C 10.4547 9.7156 12.8262
H 8.5168 10.2759 4.6825
H 4.6218 10.5022 9.0857
C 14.2538 14.9818 8.3714
C 5.2179 10.6813 10.0344
H 13.1522 13.9830 11.3522
H 6.4195 11.5282 8.0596
H 9.8035 9.1153 12.2345
H 10.5059 13.0921 13.0858
N 7.1503 11.3749 8.7620
H 9.8730 13.3626 8.5662
H 7.2389 10.6925 10.7510
H 11.4562 9.6997 12.3444
H 8.2311 15.1840 8.8106
H 14.7492 12.9227 10.2852
C 10.5222 10.5083 7.2746
O 10.9677 15.9368 8.4678
H 10.5141 9.5489 6.7410
H 8.0457 10.5219 13.4694
H 10.6351 10.2745 8.3735
H 15.2371 14.7651 8.6986
H 6.3894 11.4986 3.8107
H 11.3067 11.1845 7.0221
H 11.0779 16.5499 6.4828
H 7.4866 13.5609 5.1092
*
```

Properties
SMILES ... COC[C@H](C)N.COC[C@H](C)N.COC[C@H](C)N.CO.CO.CO.CO.CO
HOMO energy ... -8.965 eV
Frontier orbital gap ... 9.597 eV
Maximum force ... 2.99 eV/Å